Computed, not measured: one molecule with the formula C3H5ClF2S, with wB97M-V/def2-TZVPD.

## Properties
Orbital gap, eV: 10.1
SMILES: FC(F)[C@@H](S)CCl
DFT total energy, hartree: -1175.34530
Highest occupied orbital energy, eV: -10.0

Structure (XYZ):
```
12
Properties=species:S:1:pos:R:3:forces:R:3
F 2.081653 -1.130611 0.553217 -0.9506 0.2316 -0.3185
C 1.043113 -1.043663 -0.345753 -0.2728 1.1285 -0.6774
F 0.341732 -2.200092 -0.286080 0.6355 -0.3127 -0.3643
C 0.071048 0.123604 -0.182200 0.2009 1.9291 2.5969
S -1.035895 0.080825 -1.682961 1.3418 2.9239 -0.7447
C -0.764559 0.407586 1.255652 -2.4887 -1.2588 -2.3482
Cl -1.193326 2.303680 1.438634 0.7021 -2.7286 -0.3592
H 1.460082 -0.711079 -1.354752 -0.0521 -1.7982 0.9279
H 0.803907 0.944196 -0.199963 -0.6350 0.2512 -0.4576
H -0.585491 1.389845 -2.454227 -0.8864 -2.8771 2.0066
H -1.781023 -0.185611 1.001857 1.9786 1.8571 0.9837
H -0.441241 0.021319 2.256577 0.4267 0.6540 -1.2452
```
Forces are in eV/Å.

Löwdin atomic charge list, values in e, 5 entries: number 1, F, carries 0.05; number 2, C, carries -0.48; number 3, F, carries 0.05; number 4, C, carries -0.63; number 5, S, carries 0.68

---

Computed, not measured: an isolated ion of composition C26H26N3O and charge +1, with wB97M-V/def2-TZVPD.

## Properties
Orbital gap, eV: 7.3
Charge: +1
SMILES: C[N@H+]1CCCN(C(=O)c2cc(-c3cccc4ccccc34)nc3ccccc23)CC1
DFT total energy, hartree: -1245.68328
Highest occupied orbital energy, eV: -10.0

Structure (XYZ):
```
56
Properties=species:S:1:pos:R:3:forces:R:3
C -2.155620 1.749548 4.638703 -0.0117 0.5932 0.5654
N -2.120054 0.731889 3.577792 0.1854 0.3217 -0.3250
C -1.341075 -0.462404 4.011726 0.3882 -0.8104 0.0912
C -1.498095 -1.664129 3.082839 0.0463 0.2709 -0.2203
C -1.213552 -1.340252 1.614031 0.2597 -0.4530 0.0488
N -1.999108 -0.204555 1.172564 -0.1139 -0.0578 -0.0996
C -1.541023 0.788995 0.334956 -0.0744 -0.2501 0.1903
O -2.247485 1.729482 0.051053 0.0183 0.3579 -0.1480
C -0.119747 0.639315 -0.093324 0.3571 0.1158 -0.5365
C 0.218901 -0.051430 -1.223208 -0.1319 0.2100 0.5157
C 1.593469 -0.197364 -1.559676 0.0208 0.1342 0.3868
C 1.989970 -0.941051 -2.759190 0.3768 -0.4455 -0.2386
C 2.990084 -1.881061 -2.637344 -0.3541 0.3119 0.1211
C 3.355274 -2.689967 -3.717414 -0.0002 -0.1252 -0.3388
C 2.720404 -2.552641 -4.921026 0.1533 -0.0594 0.1891
C 1.727575 -1.568037 -5.105149 -0.0842 0.1405 0.2145
C 1.106180 -1.382303 -6.358383 -0.1410 0.1324 -0.1145
C 0.186454 -0.389498 -6.545188 0.1322 -0.2272 -0.1463
C -0.134614 0.475041 -5.488812 -0.0034 0.1019 0.2830
C 0.440188 0.313271 -4.258080 -0.2064 0.1604 -0.1306
C 1.361284 -0.728476 -4.017987 0.1490 -0.2273 -0.1383
N 2.547466 0.235229 -0.772419 0.2949 -0.2087 -0.5573
C 2.244134 0.938224 0.329370 -0.6667 0.2715 0.4755
C 3.294734 1.420979 1.138785 -0.0342 0.1351 0.1641
C 3.025137 2.175589 2.246806 0.1991 -0.0907 -0.1315
C 1.702149 2.498950 2.586409 -0.2996 -0.0202 0.0779
C 0.660839 2.031298 1.830573 -0.0234 0.0624 0.1954
C 0.901786 1.225135 0.702796 0.2654 -0.2366 -0.2581
C -3.372434 -0.149162 1.615157 -0.1462 0.1696 -0.2237
C -3.469676 0.394564 3.068220 -0.6438 -0.0806 -0.3667
H -1.145275 1.962998 4.983820 0.0251 -0.1112 -0.0848
H -2.597108 2.670878 4.262439 -0.0140 -0.0974 -0.1060
H -2.748039 1.391233 5.479309 0.0053 -0.0977 -0.0844
H -1.608972 1.126559 2.766953 -0.1816 -0.1916 0.3914
H -0.290498 -0.166339 4.063808 -0.1086 0.1539 0.0143
H -1.674925 -0.737964 5.014912 -0.0205 0.1968 -0.0467
H -2.494547 -2.092936 3.184726 -0.0173 -0.0556 0.0608
H -0.791799 -2.428258 3.408313 -0.0494 -0.0010 0.0571
H -0.155604 -1.109573 1.476380 -0.1075 -0.0796 0.0312
H -1.446561 -2.222978 1.006828 0.0768 0.0497 0.0435
H -0.535443 -0.521780 -1.834753 -0.0710 -0.0218 -0.0960
H 3.475774 -2.003448 -1.681117 0.0331 0.0021 0.0832
H 4.132118 -3.427963 -3.587855 0.0538 -0.0757 -0.0185
H 2.981630 -3.185473 -5.756364 0.0409 -0.0671 -0.0790
H 1.385393 -2.033984 -7.173219 0.0161 -0.0611 -0.0909
H -0.282257 -0.250378 -7.507459 -0.0157 -0.0149 -0.0936
H -0.834397 1.280260 -5.655993 -0.0420 0.0812 0.0116
H 0.208551 1.011387 -3.466771 -0.0467 0.0643 -0.0139
H 4.304320 1.191526 0.839258 0.1277 -0.0430 -0.0317
H 3.830598 2.552014 2.858031 0.1011 0.0233 0.0296
H 1.514784 3.135727 3.438699 -0.0276 0.0728 0.0492
H -0.355832 2.345195 2.046442 -0.0102 0.1428 -0.0160
H -3.826753 -1.137892 1.535354 0.0367 0.0424 0.0725
H -3.894762 0.528823 0.934891 0.0273 -0.1564 0.2088
H -3.932221 -0.326846 3.742214 0.1149 0.0759 0.0629
H -4.071721 1.304038 3.076575 0.1423 -0.0281 0.1005
```
Forces are in eV/Å.

Löwdin atomic charge list, values in e, 5 entries: number 1, C, carries 0.01; number 2, N, carries -0.16; number 3, C, carries -0.10; number 4, C, carries -0.12; number 5, C, carries -0.12

---

Computed, not measured: a 2-piece molecular cluster, CH3N3S overall, with wB97M-V/def2-TZVPD.

## Properties
Orbital gap, eV: 8.6
DFT total energy, hartree: -602.23588
Highest occupied orbital energy, eV: -8.6

Structure (XYZ):
```
8
Properties=species:S:1:pos:R:3:forces:R:3
C -2.265765 -0.204473 -0.271252 -0.8987 0.7024 -2.3022
N 0.812336 -0.354540 -0.003954 -2.3149 -0.3960 -0.5244
N 1.852183 0.024288 0.012069 -0.3453 -0.0570 1.6394
N 3.009332 0.233141 0.036585 3.9025 0.2414 -1.3944
S -2.570999 -0.189407 1.264640 0.0786 -0.1655 1.6425
H -3.120558 0.007506 -0.961760 0.8029 -0.3554 0.2933
H -1.287667 -0.297308 -0.747477 -0.2206 -0.1706 0.3272
H 3.571140 0.780797 0.671149 -1.0045 0.2008 0.3187
```
Forces are in eV/Å.

Löwdin atomic charge list, values in e, 5 entries: number 1, C, carries -0.65; number 2, N, carries 0.21; number 3, N, carries -0.31; number 4, N, carries 0.10; number 5, S, carries 0.61

---

Computed, not measured: C29H24BeGeIN4O4S as an isolated structure, with wB97M-V/def2-TZVPD.

## Properties
Orbital gap, eV: 5.9
Charge: +1
DFT total energy, hartree: -4426.91025
Highest occupied orbital energy, eV: -10.7

Structure (XYZ):
```
65
Properties=species:S:1:pos:R:3:forces:R:3
Be -0.810703 -0.249708 -0.534073 -0.5893 -0.4460 0.4019
N 2.435333 -6.102839 -0.415955 -0.0393 0.1332 0.0154
C 2.375146 -4.768983 -0.720017 0.0180 -0.1090 0.0419
C 1.416382 -4.291261 -1.629351 -0.0322 -0.0593 0.0018
C 1.334800 -2.947621 -1.912680 0.0893 0.0642 0.0364
C 2.206107 -2.056950 -1.281358 0.0874 -0.1762 -0.0481
C 3.164822 -2.511664 -0.378469 -0.0667 0.0879 -0.0504
C 3.245807 -3.858530 -0.101701 0.0101 -0.0664 0.0448
S 2.061068 -0.366181 -1.625583 -0.4024 0.0639 0.0150
O 3.203769 0.341572 -1.151507 0.1243 0.0993 0.0108
O 1.550250 -0.181405 -2.947823 0.0223 0.0758 -0.0535
N 0.755970 0.095603 -0.664861 -0.0078 0.3204 0.5064
C 0.766194 0.034662 0.724580 0.1868 0.1801 0.1120
N 1.761850 -0.320969 1.521916 -0.0902 0.1559 -0.1110
C 1.465989 -0.329986 2.821599 -0.0520 -0.0300 -0.0290
C 0.206816 -0.022307 3.338684 0.2491 -0.0020 0.0575
C -0.778930 0.268536 2.430205 -0.2917 0.0218 -0.1754
N -0.505902 0.308865 1.124028 0.3860 -0.1609 -0.0953
H 1.956281 -6.759126 -1.005832 0.0013 -0.0097 -0.0213
H 3.242362 -6.455387 0.066367 0.0213 -0.0075 -0.0074
H 0.747916 -4.990983 -2.117169 0.0196 0.0182 0.0062
H 0.612821 -2.579081 -2.632952 0.0398 -0.0208 0.0261
H 3.834561 -1.800324 0.089854 -0.0523 -0.0715 -0.0355
H 3.989771 -4.224548 0.596086 -0.0069 0.0089 -0.0268
H 2.275951 -0.616877 3.484338 -0.0192 0.0415 -0.0177
H 0.011694 -0.023621 4.400757 0.0193 -0.0615 -0.0374
H -1.800375 0.478570 2.724529 0.0057 -0.0401 -0.0171
Ge -1.040845 2.603250 -0.999305 -0.1244 0.4587 -0.2093
C -0.627666 3.515871 0.588404 0.1397 -0.1582 0.0938
C -1.685876 3.649459 1.492660 0.1217 0.1094 0.1364
C -1.506262 4.397495 2.645766 0.0082 0.0039 0.0224
C -0.271961 4.984817 2.901489 -0.0298 -0.0310 -0.0224
C 0.783760 4.841862 2.005962 0.0152 -0.0158 0.0133
C 0.611052 4.108883 0.844112 -0.0307 0.0623 0.1127
C -0.389118 3.004037 -2.700303 0.1168 -0.1216 0.0213
C 0.848868 3.619220 -2.921435 -0.0637 -0.0137 -0.1725
C 1.132604 4.118377 -4.177069 0.0245 -0.0222 -0.0177
C 0.194304 3.998741 -5.201373 -0.0109 -0.0201 0.0310
C -1.024424 3.369092 -4.986370 -0.0003 -0.0262 -0.0416
C -1.321451 2.856005 -3.733444 0.1842 0.0557 -0.1226
H -2.460825 2.041490 -1.009469 0.0860 -0.2852 0.0680
H -2.645652 3.186367 1.292912 -0.0017 -0.0148 0.0117
H -2.324075 4.521369 3.344134 0.0307 0.0019 -0.0153
H -0.130724 5.560036 3.808029 -0.0061 -0.0060 -0.0339
H 1.739348 5.305320 2.214059 -0.0275 -0.0094 0.0050
H 1.434349 4.002227 0.149700 -0.0059 -0.0109 0.0100
H 1.584727 3.693073 -2.132057 -0.0128 0.0241 0.0069
H 2.083368 4.600265 -4.363815 -0.0265 -0.0253 -0.0185
H 0.423542 4.394308 -6.182691 -0.0007 -0.0056 0.0230
H -1.738061 3.269556 -5.793877 0.0345 0.0065 0.0181
H -2.262450 2.346387 -3.564695 -0.0206 0.0156 0.0080
I -1.042741 -4.509735 4.839971 -0.0034 -0.0159 0.0026
C -1.736850 -3.619278 3.088478 0.0186 -0.0255 0.0477
C -0.888003 -3.522568 1.992907 -0.0054 0.0313 -0.0988
C -1.330299 -2.866452 0.853789 -0.0299 -0.0156 0.0014
C -2.611479 -2.316287 0.803605 0.0651 -0.0358 -0.0437
C -3.466840 -2.474678 1.884836 -0.0346 -0.0198 0.0791
C -3.031234 -3.120603 3.035213 -0.0254 0.0315 -0.0616
C -3.056924 -1.455643 -0.346054 0.2541 0.2089 0.3239
O -4.202746 -1.227223 -0.611850 -0.0339 -0.0949 -0.0354
O -2.032567 -0.877509 -0.983351 -0.2171 -0.1010 -0.7312
H 0.105499 -3.954568 2.022463 -0.0512 0.0313 -0.0036
H -0.675056 -2.813381 -0.010554 -0.0012 0.0175 0.0465
H -4.468527 -2.067720 1.822890 0.0140 -0.0193 0.0069
H -3.694514 -3.231337 3.882732 0.0201 0.0250 -0.0116
```
Forces are in eV/Å.

Löwdin atomic charge list, values in e, 5 entries: number 1, Be, carries 0.12; number 2, N, carries 0.13; number 3, C, carries -0.31; number 4, C, carries -0.02; number 5, C, carries -0.07

---

Computed, not measured: a 2-piece molecular cluster, CH4BrOP overall, with wB97M-V/def2-TZVPD.

## Properties
Orbital gap, eV: 10.3
SMILES: C=O.PBr
DFT total energy, hartree: -3031.05654
Highest occupied orbital energy, eV: -9.9

Structure (XYZ):
```
8
Properties=species:S:1:pos:R:3:forces:R:3
C -1.886385 -0.693070 0.505583 2.3842 -1.3387 0.7621
O -2.870780 -0.420059 1.123656 0.0866 0.1712 -0.7037
H -0.932931 -1.156629 1.014440 -1.3887 0.6927 -0.2404
H -1.650593 -0.637532 -0.587377 -1.0625 0.4758 0.1785
P 1.919834 1.332497 -0.781701 -0.5404 1.6616 -0.3907
Br 3.311096 -0.038645 0.088734 1.0465 -0.9724 0.8951
H 1.265888 0.366213 -1.475610 -0.5256 -0.8253 -1.1766
H 0.843874 1.247224 0.112274 -0.0002 0.1351 0.6758
```
Forces are in eV/Å.

Löwdin atomic charge list, values in e, 5 entries: number 1, C, carries -0.18; number 2, O, carries 0.01; number 3, H, carries 0.10; number 4, H, carries 0.07; number 5, P, carries 0.27

---

Which relative energy (zero: lowest compared OMol25 entry of this formula, charge and spin) belongs to each record? In order, 1.907 0.000 1.606 0.427 0.736 eV.
Which LUMO belongs to each record? In order, 0.1 -2.7 0.0 -4.9 0.4 eV.